Entry 1:
{
  "formula": "C42H46BF5N2O3",
  "method": "ωB97M-V/def2-TZVPD",
  "elements": ["C", "C", "C", "C", "C", "C", "C", "C", "C", "C", "C", "N", "C", "C", "C", "C", "F", "C", "F", "C", "F", "C", "F", "C", "F", "C", "O", "N", "C", "C", "C", "C", "C", "C", "C", "C", "C", "C", "H", "H", "H", "H", "H", "H", "H", "H", "H", "H", "H", "H", "H", "H", "H", "H", "H", "H", "H", "H", "H", "H", "H", "H", "H", "H", "H", "H", "H", "C", "C", "C", "O", "B", "C", "C", "C", "C", "C", "C", "O", "C", "C", "C", "H", "H", "H", "H", "H", "H", "H", "H", "H", "H", "H", "H", "H", "H", "H", "H", "H"],
  "coordinates": [[2.039273, -1.621439, 2.558509], [1.928568, -0.073590, 2.699053], [0.430202, 0.297112, 2.477570], [0.018237, 1.560592, 2.074999], [-1.317364, 1.842932, 1.812363], [-2.291381, 0.846779, 1.939703], [-1.900019, -0.430275, 2.379219], [-0.577263, -0.644082, 2.781388], [3.054308, 0.549743, 1.991435], [2.998186, 1.944167, 1.369287], [2.345751, 2.209365, 0.200192], [2.691043, 3.082107, -0.798512], [1.811829, 3.175898, -1.963224], [1.475541, 1.838692, -2.640144], [0.062890, 1.765707, -3.121788], [-0.258138, 1.326744, -4.407811], [0.736500, 0.931090, -5.244994], [-1.570987, 1.274980, -4.862765], [-1.845659, 0.866322, -6.115223], [-2.611113, 1.637236, -4.001421], [-3.892113, 1.514830, -4.403770], [-2.324832, 2.074773, -2.711433], [-3.321817, 2.400587, -1.852098], [-1.003714, 2.132330, -2.300351], [-0.764948, 2.538659, -1.013474], [2.572299, 4.122223, -2.882901], [2.220603, 4.494006, -3.998887], [3.704832, 4.498212, -2.227489], [4.678462, 5.302864, -2.918813], [3.975588, 3.772688, -0.986997], [5.127344, 2.775385, -1.176119], [4.317578, 4.770647, 0.121713], [4.356446, 0.416253, 2.876246], [4.755449, -0.844208, 3.344869], [5.906091, -1.032045, 4.111439], [6.752224, 0.050799, 4.352029], [6.388783, 1.313572, 3.885827], [5.142611, 1.518039, 3.270913], [2.889250, -1.911729, 1.934859], [2.151764, -2.063302, 3.551274], [1.155834, -2.054737, 2.089389], [2.058773, 0.146669, 3.773786], [0.758810, 2.337515, 1.951811], [-1.604097, 2.832693, 1.456950], [-3.335867, 1.067252, 1.740803], [-2.620485, -1.256197, 2.378054], [-0.328898, -1.583284, 3.292528], [3.212169, -0.065515, 1.085775], [3.596243, 2.724880, 1.827390], [1.392629, 1.710170, -0.003745], [0.884433, 3.682264, -1.670160], [2.144571, 1.698127, -3.499884], [1.670533, 1.021871, -1.931649], [4.154258, 6.094123, -3.462373], [5.355753, 5.735469, -2.180890], [5.256057, 4.698741, -3.634779], [4.903969, 2.098079, -2.012599], [6.052176, 3.325137, -1.393047], [5.271002, 2.179242, -0.268241], [3.530006, 5.533156, 0.186694], [4.430561, 4.283446, 1.091456], [5.265941, 5.260611, -0.129513], [4.170463, -1.737575, 3.167686], [6.113601, -2.028364, 4.501202], [7.677133, -0.095807, 4.908055], [7.052036, 2.165873, 4.024141], [4.809531, 2.548028, 3.142726], [-6.880677, -1.868580, -1.417471], [-5.713705, -2.834534, -1.437106], [-5.960059, -3.879374, -2.530321], [-5.685531, -3.518960, -0.164834], [-4.341331, -3.755674, 0.076306], [-3.864929, -4.724023, 1.180954], [-4.800004, -5.319852, 2.043596], [-4.381273, -6.233624, 3.013569], [-3.022727, -6.559848, 3.135993], [-2.084888, -5.957119, 2.283392], [-2.502468, -5.038445, 1.316319], [-3.443190, -3.110965, -0.761068], [-4.253517, -2.186629, -1.527282], [-3.660060, -2.077789, -2.918420], [-4.185608, -0.817346, -0.848601], [-6.932431, -1.320944, -2.366271], [-7.817016, -2.426506, -1.300180], [-6.798760, -1.150016, -0.596082], [-6.131820, -3.391950, -3.498640], [-5.115745, -4.576803, -2.627233], [-6.859056, -4.458515, -2.282094], [-5.855556, -5.070971, 1.951050], [-5.115139, -6.697216, 3.676366], [-2.691677, -7.278586, 3.888263], [-1.024229, -6.203350, 2.368497], [-1.775881, -4.565788, 0.655822], [-4.216068, -1.340758, -3.512722], [-2.619189, -1.738535, -2.854441], [-3.677319, -3.038570, -3.444167], [-4.681020, -0.051031, -1.461997], [-4.651943, -0.833042, 0.147796], [-3.136621, -0.521183, -0.725236]],
  "atomic_forces_ev_per_a": [[-0.1, -0.2, 0.0], [-2.7, -1.4, 2.1], [0.2, 0.0, 0.2], [-0.1, 0.1, -0.1], [-0.6, -0.3, 0.1], [0.6, -0.2, 0.0], [0.0, 0.6, 0.2], [0.0, -0.2, -0.6], [1.8, 1.2, -1.3], [-0.4, 0.7, -0.4], [0.7, -0.3, 0.9], [-0.5, 0.3, -0.1], [0.0, 0.8, 0.3], [0.6, -0.2, -0.2], [-0.6, 0.0, -0.1], [0.3, 0.0, -0.1], [-0.8, 0.3, 0.5], [-0.2, 0.0, -0.1], [0.1, 0.2, 0.7], [-0.2, -0.2, -0.2], [0.7, 0.1, 0.2], [-0.5, 0.0, 0.3], [0.7, -0.2, -0.7], [0.1, 0.1, 0.6], [-0.3, -0.5, -1.1], [-0.1, 0.2, -0.3], [0.3, -0.4, 1.0], [-0.6, -0.2, -0.5], [0.3, 0.0, 0.0], [0.0, -0.3, 0.1], [0.0, 0.0, -0.1], [-0.2, 0.2, -0.1], [-0.4, 0.3, -0.1], [0.4, -0.2, 0.3], [-0.2, 0.5, -0.2], [0.0, -0.1, -0.2], [-0.5, -0.1, 0.3], [0.3, -0.5, -0.1], [-0.3, 0.0, 0.1], [0.0, -0.3, -0.2], [0.1, 0.1, 0.0], [0.0, 0.0, -0.2], [-0.2, -0.1, 0.1], [0.1, -0.2, 0.2], [0.1, -0.1, -0.2], [0.2, 0.4, 0.4], [-0.1, 0.4, -0.5], [0.3, 0.0, 0.5], [0.2, -0.4, -0.6], [0.6, -0.5, -0.3], [0.2, 0.0, -0.2], [-0.2, -0.1, 0.3], [-0.1, 0.2, -0.2], [0.2, -0.1, 0.1], [0.0, 0.1, -0.2], [-0.1, 0.2, 0.1], [0.1, 0.2, 0.2], [-0.1, -0.2, 0.1], [0.0, 0.1, -0.1], [0.2, -0.2, 0.0], [0.0, 0.1, -0.2], [-0.2, -0.1, 0.2], [0.3, 0.4, -0.1], [0.1, 0.3, -0.1], [-0.1, 0.1, -0.2], [-0.2, -0.1, 0.2], [0.3, -0.4, -0.3], [0.0, 0.4, -0.1], [0.2, 0.1, -0.4], [0.1, -0.1, 0.0], [1.1, 0.1, -0.3], [0.1, -0.2, 0.1], [0.1, -0.2, 0.3], [0.5, -0.3, 0.1], [0.2, 0.0, 0.0], [-0.1, 0.3, -0.4], [-0.2, 0.0, 0.1], [-0.3, -0.3, 0.3], [-1.2, -0.1, 0.3], [-0.4, 0.3, -0.1], [-0.2, -0.1, -0.3], [0.0, 0.1, 0.1], [0.0, 0.0, 0.2], [0.2, 0.1, 0.0], [0.0, -0.1, -0.2], [0.1, -0.1, 0.2], [-0.2, 0.2, 0.0], [0.2, 0.2, 0.0], [0.2, 0.0, 0.0], [0.2, 0.1, -0.2], [-0.1, 0.2, -0.2], [-0.3, 0.0, 0.0], [-0.2, -0.1, 0.1], [0.1, -0.2, 0.1], [-0.2, -0.1, 0.1], [0.1, 0.2, 0.1], [0.1, -0.2, 0.2], [0.1, 0.0, -0.3], [-0.2, -0.1, 0.0]],
  "multiplicity": 1,
  "e_tot_ha": -2487.48657,
  "smiles": "C[C@H](c1ccccc1)[C@@H](/C=C/N1[C@H](Cc2c(F)c(F)c(F)c(F)c2F)C(=O)N(C)C1(C)C)c1ccccc1.CC1(C)OB(c2ccccc2)OC1(C)C",
  "gap_ev": 7.9841,
  "relative_energy_kcal_mol": 0.00
}



Entry 2:
{
  "formula": "C23H26N4PPtS2",
  "method": "ωB97M-V/def2-TZVPD",
  "elements": ["Pt", "C", "C", "C", "C", "C", "C", "P", "C", "C", "C", "C", "C", "C", "C", "C", "C", "C", "C", "C", "H", "H", "H", "H", "H", "H", "H", "H", "H", "H", "H", "H", "H", "H", "C", "N", "C", "N", "S", "H", "H", "H", "H", "H", "H", "S", "C", "N", "C", "C", "N", "H", "H", "H", "H", "H", "H"],
  "coordinates": [[-0.430164, 0.332371, 0.641411], [0.499276, -0.647080, 4.756306], [-0.516158, -1.322015, 4.093909], [-1.305030, -0.646270, 3.179672], [-1.040455, 0.725337, 2.901965], [0.028741, 1.387736, 3.570298], [0.773264, 0.704300, 4.493322], [-2.073594, 1.573039, 1.731346], [-2.256492, 3.298129, 1.799429], [-2.910686, 3.881997, 0.697079], [-3.177486, 5.235841, 0.710705], [-2.814294, 6.000942, 1.815211], [-2.184475, 5.421520, 2.915418], [-1.893980, 4.073611, 2.915798], [-3.278199, 0.577702, 0.987134], [-4.661617, 0.421610, 0.941307], [-5.130581, -0.572675, 0.103066], [-4.245063, -1.345514, -0.658282], [-2.865298, -1.156270, -0.627340], [-2.382976, -0.189861, 0.238982], [1.091463, -1.172830, 5.495008], [-0.714345, -2.361940, 4.313872], [-2.146408, -1.141225, 2.711941], [0.264752, 2.417732, 3.336279], [1.576932, 1.203945, 5.017032], [-3.208924, 3.277712, -0.152108], [-3.679965, 5.696505, -0.128452], [-3.038312, 7.059700, 1.827864], [-1.937270, 6.024784, 3.777996], [-1.446945, 3.625545, 3.792337], [-5.332507, 1.038305, 1.524566], [-6.193324, -0.757914, 0.028300], [-4.648619, -2.120962, -1.297182], [-2.219710, -1.767694, -1.244278], [3.198471, -2.277043, -1.690878], [2.419385, -1.338283, -0.880156], [2.865824, -0.772650, 0.221691], [4.100945, -1.015580, 0.634272], [1.941682, 0.311269, 1.240666], [2.605524, -2.553610, -2.556863], [3.425454, -3.181454, -1.125440], [4.120549, -1.811910, -2.040854], [1.476928, -1.122903, -1.167737], [4.714449, -1.652282, 0.148025], [4.443231, -0.599617, 1.485781], [-0.351109, 0.558313, -1.651159], [0.856810, 1.726461, -2.116060], [0.918705, 2.106404, -3.379495], [1.950759, 3.136614, -3.596555], [2.597048, 3.248898, -2.197751], [1.758824, 2.346060, -1.383491], [0.260418, 1.813850, -4.085025], [1.486721, 4.066460, -3.918259], [2.654888, 2.811257, -4.358154], [2.557519, 4.259694, -1.799940], [3.629949, 2.906750, -2.190697], [1.939116, 2.105301, -0.418607]],
  "atomic_forces_ev_per_a": [[-0.1, 0.0, 0.0], [0.0, 0.0, 0.0], [0.0, 0.0, 0.0], [0.0, 0.0, 0.0], [0.0, 0.0, 0.0], [0.0, 0.0, 0.0], [0.0, 0.0, 0.0], [0.0, 0.0, 0.1], [0.0, 0.0, -0.1], [0.0, 0.0, 0.0], [0.0, 0.0, 0.0], [0.0, 0.0, 0.0], [0.0, 0.0, 0.0], [0.0, 0.0, 0.0], [0.1, 0.0, 0.0], [0.0, 0.0, 0.0], [0.0, 0.0, 0.0], [0.0, 0.0, 0.0], [0.0, 0.0, 0.0], [0.0, 0.0, 0.0], [0.0, 0.0, 0.0], [0.0, 0.0, 0.0], [0.0, 0.0, 0.0], [0.0, 0.0, 0.0], [0.0, 0.0, 0.0], [0.0, 0.0, 0.0], [0.0, 0.0, 0.0], [0.0, 0.0, 0.0], [0.0, 0.0, 0.0], [0.0, 0.0, 0.0], [0.0, 0.0, 0.0], [0.0, 0.0, 0.0], [0.0, 0.0, 0.0], [0.0, 0.0, 0.0], [0.0, 0.0, 0.0], [0.0, 0.0, 0.0], [0.0, 0.0, 0.0], [0.0, 0.0, 0.0], [0.0, 0.0, 0.0], [0.0, 0.0, 0.0], [0.0, 0.0, 0.0], [0.0, 0.0, 0.0], [0.0, 0.0, 0.0], [0.0, 0.0, 0.0], [0.0, 0.0, 0.0], [0.0, 0.0, 0.0], [0.0, 0.0, 0.0], [0.0, 0.0, 0.0], [0.0, 0.0, 0.0], [0.0, 0.0, 0.0], [0.0, 0.0, 0.0], [0.0, 0.0, 0.0], [0.0, 0.0, 0.0], [0.0, 0.0, 0.0], [0.0, 0.0, 0.0], [0.0, 0.0, 0.0], [0.0, 0.0, 0.0]],
  "total_charge": 3,
  "multiplicity": 1,
  "e_tot_ha": -2367.21054,
  "gap_ev": 6.8198,
  "relative_energy_kcal_mol": 0.00
}



Entry 3:
{
  "formula": "C3H4CsLiO3",
  "method": "ωB97M-V/def2-TZVPD",
  "elements": ["C", "C", "O", "C", "O", "O", "H", "H", "H", "Li", "Cs", "H"],
  "coordinates": [[-1.174611, -0.401108, -0.061395], [0.182678, 0.190437, 0.299408], [1.136141, -0.877583, 0.369433], [2.446382, -0.606867, 0.507835], [2.762431, 0.602530, 0.610212], [-1.630791, 0.050019, -1.247775], [-1.063368, -1.509902, -0.050078], [0.136335, 0.718126, 1.264531], [0.482423, 0.931756, -0.458053], [4.425103, -0.286394, 0.635814], [-5.667798, 1.309132, -2.633778], [-2.034930, -0.120146, 0.763847]],
  "atomic_forces_ev_per_a": [[-2.2, 0.4, 0.3], [-0.1, 0.8, 0.5], [1.0, -0.5, 0.1], [-0.4, -0.3, -0.1], [0.8, 0.5, 0.1], [-0.6, 0.3, -1.0], [0.0, 0.1, 0.4], [0.2, -0.2, -0.1], [-0.2, -0.4, 0.1], [-1.1, 0.1, 0.0], [0.7, -0.2, 0.3], [1.9, -0.6, -0.6]],
  "multiplicity": 1,
  "e_tot_ha": -369.96147,
  "gap_ev": 3.2651,
  "relative_energy_kcal_mol": 72.52
}